C18H39LiN2O3PSeSi2 | the ωB97M-V functional and the def2-TZVPD basis

Geometry as XYZ:
```
67
C18H39LiN2O3PSeSi2 the ωB97M-V functional and the def2-TZVPD basis
Se 2.33 -2.47 -1.45
P -2.22 -0.24 -0.11
Si 1.11 2.74 -0.83
Si 4.13 -1.47 -0.64
O -1.18 -1.06 -1.06
O -3.57 -0.13 -1.06
O -2.74 -1.51 0.78
N 0.38 -0.31 1.53
N 0.80 1.26 -0.06
C -0.26 4.03 -0.64
C 0.26 1.99 2.24
C -0.05 -2.18 2.97
C -2.40 -2.55 -2.60
C 0.50 1.02 1.21
C -3.56 -1.22 1.92
C -5.02 1.30 -2.30
C 0.01 -0.70 2.75
C -0.13 1.56 3.49
C -3.98 -2.53 2.53
C -0.27 0.20 3.77
C 3.89 -0.92 1.15
C -1.35 -2.43 -1.51
C 5.62 -2.61 -0.68
C 1.24 2.40 -2.67
C 2.70 3.54 -0.23
C -3.59 0.97 -1.96
C 4.61 0.08 -1.59
Li 0.71 -0.72 -0.42
H 2.57 3.97 0.77
H 5.46 -3.47 -0.02
H 0.92 -2.54 3.33
H 5.58 0.47 -1.26
H -5.58 1.58 -1.40
H -0.33 2.30 4.26
H 3.49 2.79 -0.17
H 6.54 -2.10 -0.36
H -0.37 -2.72 -1.88
H 0.26 2.47 -3.15
H 1.63 1.39 -2.85
H -2.98 -0.62 2.63
H -5.07 2.13 -3.01
H -4.43 -0.64 1.60
H -3.03 0.71 -2.86
H 3.62 -1.77 1.78
H -3.09 1.84 -1.51
H 0.36 3.04 2.02
H 4.80 -0.46 1.55
H -2.18 -1.86 -3.41
H -3.40 -2.34 -2.22
H -4.53 -3.13 1.81
H -2.38 -3.56 -3.00
H -3.10 -3.10 2.85
H 3.08 -0.19 1.20
H 1.91 3.11 -3.17
H -1.60 -3.05 -0.64
H -4.61 -2.36 3.40
H -1.21 3.60 -0.95
H -5.52 0.43 -2.75
H -0.05 4.89 -1.29
H 4.67 -0.13 -2.67
H 5.77 -3.00 -1.69
H 3.02 4.34 -0.90
H -0.27 -2.69 2.04
H -0.37 4.39 0.38
H 3.86 0.85 -1.45
H -0.80 -2.45 3.72
H -0.57 -0.15 4.75
```

Values from the calculation:
- LUMO energy (eV) = 2.6
- total energy (Eh) = -4374.13218
- total charge = -1
- 2S+1 = 1
- HOMO level (eV) = -3.977
- gap between HOMO and LUMO (eV) = 6.62

Here are the Löwdin charges for atoms 1 to 8, given in e: 0.1050, 0.9256, 0.3305, -0.0612, -0.3968, -0.3270, -0.3178, 0.0414

=====

C27H25Br2CuN4O | the ωB97M-V functional and the def2-TZVPD basis

Geometry as XYZ:
```
60
C27H25Br2CuN4O the ωB97M-V functional and the def2-TZVPD basis
Br -3.79 1.26 0.05
Br 3.57 0.36 6.04
Cu -0.76 0.52 0.15
O -0.83 0.66 1.99
N -0.90 -1.81 0.28
N 1.28 0.53 -0.01
N -1.45 2.64 -0.02
N -0.64 0.15 -1.80
C -1.16 -4.92 1.54
C -0.08 0.70 4.18
C -0.66 3.72 0.00
C 3.00 0.34 -1.81
C -0.17 -0.68 -4.41
C 2.55 0.44 3.38
C -0.77 -2.94 0.21
C -1.44 -0.65 -3.92
C -2.74 2.83 0.09
C 1.72 0.34 -1.34
C 3.26 0.06 -3.17
C -3.34 4.07 0.20
C 0.79 -4.83 -0.06
C 1.56 0.54 2.38
C -1.14 5.02 0.12
C 0.91 0.59 5.12
C 2.03 0.50 1.04
C -0.67 -4.41 0.18
C 2.28 -0.30 -4.03
C -0.20 6.19 0.10
C 0.66 0.05 -2.25
C 2.24 0.46 4.70
C -1.63 -0.18 -2.60
C -1.55 -4.96 -0.93
C 0.92 -0.31 -3.58
C -2.52 5.18 0.22
C 0.19 0.63 2.79
H 0.82 -5.93 0.00
H 0.03 -1.02 -5.41
H 1.45 -4.44 0.71
H 1.13 -4.55 -1.06
H 0.67 0.63 6.16
H 0.40 3.54 -0.08
H -2.29 -0.95 -4.52
H -1.45 -6.05 -0.91
H -1.10 -6.02 1.55
H 3.82 0.57 -1.17
H -2.20 -4.66 1.71
H -2.64 -0.03 -2.23
H 2.50 -0.52 -5.07
H -1.12 0.82 4.45
H -2.61 -4.69 -0.81
H 4.29 0.10 -3.51
H -0.56 -4.54 2.36
H -4.41 4.14 0.27
H 0.43 6.19 -0.79
H 0.50 6.13 0.95
H -2.94 6.17 0.31
H -0.74 7.13 0.14
H -1.21 -4.62 -1.89
H 3.12 0.41 0.91
H 3.60 0.36 3.10
```

Values from the calculation:
- LUMO energy (spin up / spin down) (eV) = -3.3 / -3.3
- total energy (Eh) = -8126.50472
- total charge = +1
- 2S+1 = 2
- HOMO level (spin up / spin down) (eV) = -10.110 / -10.073
- gap between HOMO and LUMO (spin up / spin down) (eV) = 6.81 / 6.76

Here are the Löwdin charges for atoms 1 to 8, given in e: 0.8728, 0.7529, 0.4958, -0.1337, 0.2296, 0.0454, -0.0048, 0.0322

=====

Which value of total charge does entry 2 give?
+1